No. 1
Here is a cluster of 2 separate species, C3H5F4NO in total at a distorted geometry from the Open Molecules 2025 dataset. Energies are from ωB97M-V/def2-TZVPD.

Properties
Total charge ... 0
Energy ... -17595.6264 eV
E_HOMO (alpha / beta) ... -8.478 / -7.234 eV
Relative energy (zero: lowest compared OMol25 entry of this formula, charge and spin) ... 302.1 kJ/mol
LUMO energy (alpha / beta) ... 0.786 / -0.135 eV

Positions of all 14 atoms, in Å:
C1 -1.7664 -0.1518 0.8872
C2 -0.0611 -1.4190 -0.2458
C3 1.5541 0.8880 -0.3658
N1 -1.3170 -0.8546 -0.2917
O1 1.6344 1.6689 -1.4539
F1 0.3097 -2.0546 -1.3250
F2 0.4163 -1.9861 0.7549
F3 0.8237 1.4684 0.7568
F4 2.7591 0.6004 0.0852
H1 -1.4209 -0.8901 1.6854
H2 -1.3020 0.8505 1.1861
H3 -2.8029 -0.0943 0.7887
H4 -1.2754 -0.1860 -1.1241
H5 2.4484 2.1604 -1.3378

=====

No. 2
Here is a structure of composition C9H23AlN3O9P at a distorted geometry from the Open Molecules 2025 dataset. Energies are from ωB97M-V/def2-TZVPD.

Properties
Total charge ... -2
Energy ... -48483.2260 eV
E_HOMO ... -0.498 eV
Relative energy (zero: lowest compared OMol25 entry of this formula, charge and spin) ... 117.5 kJ/mol
LUMO energy ... 3.989 eV

Positions of all 46 atoms, in Å:
Al1 0.9240 -0.5795 0.4842
O1 2.9912 -2.5300 0.5466
H1 3.8379 -2.3490 0.1121
O2 0.2158 2.0604 -0.3533
H2 0.0446 2.8258 -0.9081
P1 0.0583 -3.0405 2.7781
O3 0.3549 -3.3576 1.2287
O4 0.7245 -4.2914 3.4001
O5 -1.3730 -2.5903 3.0747
O6 1.3054 -2.1075 2.8989
C1 -2.7032 -1.7834 0.5787
O7 -1.9546 -0.9035 0.2272
N1 -3.6466 -2.3655 -0.2399
C2 -3.8555 -1.8320 -1.5797
C3 -4.4929 -3.4563 0.2268
H3 -2.8343 -2.1957 1.5922
H4 -3.0345 -1.2753 -2.0143
H5 -4.7836 -1.2730 -1.7067
H6 -3.8232 -2.7449 -2.1920
H7 -4.2806 -4.3082 -0.4275
H8 -4.2012 -3.7185 1.2388
H9 -5.5349 -3.1704 0.0727
C4 -0.3312 -0.5252 -3.2704
O8 -0.1950 -1.1077 -2.2226
N2 -0.9149 0.6686 -3.4446
C5 -0.6587 1.5140 -4.6106
C6 -1.6667 1.4396 -2.4561
H10 -0.0656 -0.9545 -4.2564
H11 -1.4251 1.5155 -5.3861
H12 0.2957 1.2781 -5.0917
H13 -0.4477 2.5091 -4.2210
H14 -2.5486 1.8165 -2.9992
H15 -1.9619 0.9012 -1.5626
H16 -1.2232 2.3877 -2.1510
C7 3.6535 1.2614 2.7471
O9 2.9463 0.7691 1.9045
N3 3.8952 2.5932 2.7353
C8 4.8462 3.2282 3.6325
C9 3.2792 3.4876 1.8073
H17 4.1961 0.6831 3.5031
H18 5.7471 3.5736 3.1180
H19 5.1018 2.6050 4.4873
H20 4.3577 4.1304 4.0145
H21 3.9997 4.1659 1.3451
H22 2.6938 2.9748 1.0396
H23 2.4878 4.0710 2.2998

=====

No. 3
Here is an isolated molecule of C6H6 from the Open Molecules 2025 dataset. Energies are from ωB97M-V/def2-TZVPD.

Properties
Total charge ... 0
Energy ... -6311.2053 eV
E_HOMO (alpha / beta) ... -9.048 / -9.049 eV
Relative energy (zero: lowest compared OMol25 entry of this formula, charge and spin) ... 771.4 kJ/mol
LUMO energy (alpha / beta) ... -1.058 / -1.058 eV

Positions of all 12 atoms, in Å:
C1 0.9253 1.0764 1.3693
C2 -0.4602 0.7521 0.7983
C3 -0.4665 -0.1391 -0.3521
C4 -0.4776 -0.8991 -1.3329
C5 -0.5218 -1.6679 -2.4882
C6 -0.5106 -2.5414 -3.4019
H1 0.8465 1.9117 2.0714
H2 1.3434 0.2196 1.9049
H3 1.6197 1.3586 0.5735
H4 -0.9378 1.6733 0.4311
H5 -1.1314 0.3662 1.5760
H6 -0.2070 -1.9742 -0.9796

=====

No. 4
Here is a structure of composition C30H25Cl5MgN6O6Si from the Open Molecules 2025 dataset. Energies are from ωB97M-V/def2-TZVPD.

Properties
Total charge ... -2
Energy ... -128690.0588 eV
E_HOMO ... -2.398 eV
Relative energy (zero: lowest compared OMol25 entry of this formula, charge and spin) ... 0.0 kJ/mol
LUMO energy ... 4.067 eV

Positions of all 74 atoms, in Å:
Mg1 0.7250 -0.2807 -0.3615
O1 4.5674 -2.7808 -0.1458
C1 4.0880 -3.7302 0.6706
C2 4.8809 -4.8627 0.8839
C3 4.4430 -5.8797 1.7074
C4 3.2049 -5.7929 2.3390
C5 2.4247 -4.6693 2.1374
C6 2.8453 -3.6238 1.3176
C7 1.9973 -2.4114 1.1302
O2 2.3416 -1.5685 0.2324
N1 0.9572 -2.2998 1.9364
N2 0.2897 -1.1113 1.7389
C8 -0.6640 -0.9286 2.5702
C9 -1.4273 0.3217 2.6547
C10 -2.7344 0.2949 3.1462
C11 -3.4457 1.4797 3.2169
C12 -2.8265 2.6540 2.8172
C13 -1.5105 2.5875 2.3781
N3 -0.8201 1.4571 2.3040
H1 3.8357 -2.1242 -0.2586
H2 5.8322 -4.9178 0.3695
H3 5.0675 -6.7548 1.8520
H4 2.8511 -6.5984 2.9707
H5 1.4550 -4.5717 2.6052
H6 -0.9238 -1.7347 3.2556
H7 -3.1823 -0.6495 3.4281
H8 -4.4714 1.4848 3.5657
H9 -3.3439 3.6042 2.8440
H10 -0.9838 3.4784 2.0525
Cl1 2.2504 2.3146 -4.4384
C14 2.6483 2.6550 -2.7791
C15 3.4241 3.7829 -2.4968
C16 3.7611 4.1107 -1.2135
Cl2 4.7454 5.5322 -0.9115
C17 3.3220 3.3147 -0.1287
C18 3.6092 3.5563 1.2313
C19 3.1178 2.7098 2.1868
C20 2.3211 1.6204 1.7918
N4 2.0404 1.3769 0.5383
C21 2.5311 2.1844 -0.4247
C22 2.1675 1.7955 -1.7815
O3 1.4734 0.7556 -1.9718
H11 3.7623 4.4009 -3.3182
H12 4.2172 4.4101 1.5011
H13 3.3265 2.8683 3.2370
H14 1.8914 0.9441 2.5212
C23 -5.0417 -0.0450 0.3554
C24 -4.7626 -0.3800 -1.1019
C25 -3.4997 0.2959 -1.6451
C26 -3.2895 -0.1308 -3.1203
C27 -2.1671 0.5960 -3.8499
C28 -3.6844 1.7952 -1.6393
O4 -4.7174 2.3469 -1.9880
N5 -2.5908 2.5062 -1.2637
C29 -1.3343 1.9959 -0.8534
O5 -0.4651 2.8260 -0.6321
N6 -1.2093 0.6671 -0.6486
C30 -2.2597 -0.1713 -0.8624
O6 -2.2181 -1.3406 -0.4952
H15 -5.9445 -0.5506 0.7083
H16 -5.1862 1.0296 0.4968
H17 -4.2143 -0.3654 0.9871
H18 -5.6002 -0.0692 -1.7292
H19 -4.6241 -1.4554 -1.2172
H20 -4.2418 0.0331 -3.6343
H21 -3.0881 -1.2030 -3.1101
H22 -2.3916 1.6589 -3.9772
H23 -2.0242 0.1582 -4.8373
H24 -1.2127 0.5043 -3.3288
H25 -2.6331 3.5108 -1.3322
Cl3 2.3935 -2.8781 -3.0965
Si1 0.5009 -2.4979 -2.1140
Cl4 0.2398 -4.4294 -1.1600
Cl5 -0.8155 -2.8111 -3.8127

=====

No. 5
Here is a cluster of 3 separate species, CH2N4O2 in total at a distorted geometry from the Open Molecules 2025 dataset. Energies are from ωB97M-V/def2-TZVPD.

Properties
Total charge ... 0
Energy ... -11121.1277 eV
E_HOMO (alpha / beta) ... -7.757 / -7.899 eV
Relative energy (zero: lowest compared OMol25 entry of this formula, charge and spin) ... 240.6 kJ/mol
LUMO energy (alpha / beta) ... 0.657 / 0.645 eV

Positions of all 9 atoms, in Å:
C1 -1.2630 0.6261 2.3972
N1 -0.9049 -0.9676 -0.8127
N2 2.1560 0.1076 -1.6954
N3 -0.4878 -0.1995 -1.5951
N4 1.5825 0.4248 -0.7581
O1 -2.0953 0.4020 1.6412
O2 -0.4004 0.8780 3.1606
H1 -1.7611 -1.4109 -0.7528
H2 3.1742 0.1395 -1.5850

=====

Question: Which of these has the highest energy?
Answer: C6H6